Record 1
18
Properties=species:S:1:pos:R:3:forces:R:3 method="wB97M-V/def2-TZVPD" charge=+1 total_energy_ev=-6861.368 gap_ev=6.84 e_above_lowest_kcal_mol=50.52 homo_energy_ha=-0.461 lumo_ha=-0.209
C -0.0701 1.2022 -0.6406 -0.0415 -0.3953 0.2940
C -0.3962 1.6967 0.5492 0.3732 0.6757 -0.4734
C -1.2176 2.9474 0.6850 -0.3106 -0.3487 -0.0902
C 0.7699 -0.0365 -0.8268 -0.0958 0.7361 -0.3290
H -0.4887 1.6523 -1.5323 0.0812 0.0475 -0.0932
H 0.0580 1.2849 1.4479 -0.1685 -0.1149 0.0402
H -2.1624 2.7275 1.1883 0.1222 0.1492 0.2351
H -0.6820 3.7278 1.2244 -0.0666 -0.0612 0.1172
H -1.4895 3.3343 -0.2967 0.1143 0.0186 -0.0297
H 1.0937 -0.3494 0.1696 0.0032 -0.3112 -0.0622
H 1.6588 0.1383 -1.4402 -0.0298 0.1404 0.0612
H 0.1601 -0.7564 -1.3835 0.1541 -0.2916 0.2019
C -0.1119 -2.8288 0.3635 -0.3589 -0.3350 0.4569
N 1.0614 -3.0350 -0.0698 -0.1708 0.0403 -0.2563
H -0.6990 -3.6487 0.7621 0.0799 -0.1253 -0.1346
H -0.5410 -1.8346 0.3766 0.1974 0.1005 -0.0593
H 1.6006 -2.2524 -0.4356 0.0786 0.0121 -0.0395
H 1.4560 -3.9695 -0.1411 0.0385 0.0628 0.1609

---

Record 2
62
Properties=species:S:1:pos:R:3:forces:R:3 method="wB97M-V/def2-TZVPD" total_energy_ev=-70185.968 gap_ev=4.28 homo_energy_ha=-0.259 lumo_ha=-0.101
C -1.9543 -0.8466 2.7972 -0.0202 -0.4152 -0.0998
C -2.2950 0.5101 2.1935 0.1449 0.1894 -0.1157
C -3.3813 0.3230 1.1300 -0.4103 0.0538 0.1448
C -2.8141 1.4081 3.3098 -0.4415 0.2349 0.0838
N -1.0994 1.1322 1.5519 -0.1821 0.0346 0.7674
P -0.9701 1.5237 -0.0957 -0.0421 -0.4885 -0.5576
H -0.2881 0.2960 -0.5265 0.0611 0.1920 -0.0415
N 0.3775 2.5251 0.1855 0.4236 0.5749 0.0700
C 0.8997 3.5685 -0.7505 -0.2535 -0.2231 0.2160
C 0.8800 4.9370 -0.0699 -0.0990 0.4263 -0.1010
C 0.0068 3.6236 -1.9922 -0.0795 0.3852 -0.2091
C 2.3277 3.2390 -1.1837 0.1467 -0.0917 -0.2580
C 0.8638 2.3866 1.4971 0.3782 0.0830 0.3270
C 0.0123 1.5788 2.2847 0.1705 -0.0343 0.3201
C 0.2989 1.3735 3.6393 0.2617 0.1566 -0.0849
C 1.4011 2.0150 4.2227 0.1910 0.2452 -0.4359
C 2.2388 2.8231 3.4461 -0.3843 -0.3588 0.1339
C 1.9881 2.9897 2.0762 -0.1393 -0.2375 0.2054
H -1.1594 -0.7693 3.5385 -0.1410 -0.1189 -0.0491
H -2.8491 -1.2630 3.2847 0.2504 0.1146 -0.1047
H -1.6265 -1.5316 2.0161 -0.1284 0.1398 0.3383
H -3.7040 1.2848 0.7081 0.1689 -0.2405 0.0245
H -3.0594 -0.3487 0.3209 -0.0202 0.1953 0.1809
H -4.2700 -0.1253 1.6049 0.3619 0.0608 -0.1400
H -3.0495 2.4052 2.9250 0.1014 -0.0341 0.1078
H -3.7385 0.9806 3.7191 0.1620 0.0548 -0.0843
H -2.0981 1.4858 4.1310 -0.2711 0.1666 -0.1933
H 1.5523 4.9873 0.7903 -0.3233 0.0815 -0.2091
H 1.2034 5.7086 -0.7817 -0.0491 -0.1920 0.0904
H -0.1371 5.1906 0.2476 0.1466 -0.0640 0.0616
H -0.0175 2.6696 -2.5370 -0.0090 0.1706 0.1669
H -1.0182 3.9305 -1.7427 0.2283 -0.2164 -0.0144
H 0.4034 4.3931 -2.6762 -0.0484 -0.3364 0.2164
H 2.3614 2.2830 -1.7191 -0.0009 0.1389 0.0715
H 2.6915 4.0309 -1.8572 -0.0692 -0.2664 0.1920
H 3.0032 3.1762 -0.3294 -0.0285 -0.0296 -0.2247
H -0.3247 0.7399 4.2646 0.2798 0.2683 -0.2230
H 1.5959 1.8855 5.2878 -0.0369 0.0030 -0.3083
H 3.0882 3.3301 3.9043 -0.1942 -0.1694 -0.1523
H 2.6703 3.6049 1.4946 -0.2464 -0.2611 0.2635
O -1.9973 -4.5848 -0.0946 1.0893 0.4108 0.0694
S -0.8401 -3.7228 -0.1124 -0.7778 1.3272 -0.1937
O -0.8876 -2.3494 0.3588 0.2034 -1.6121 -0.1145
C 0.5419 -4.6239 0.8123 0.4914 -0.0540 0.3601
F 0.1829 -4.8391 2.0875 0.1928 0.2406 -1.0929
F 0.8046 -5.8103 0.2188 -0.2226 0.9750 0.4089
F 1.6505 -3.8528 0.7796 -0.8708 -0.7060 -0.0042
C -0.1895 -3.5675 -1.7567 0.6695 1.4448 0.2176
C 0.2793 -2.3099 -2.1908 -0.3117 -1.2898 0.8250
C 0.8600 -2.3070 -3.4550 0.9188 0.6403 -0.6134
N 1.6844 -1.3372 -4.0114 -0.2499 -0.6574 0.1067
O 1.9812 -0.2008 -3.6847 -0.3049 -1.3299 -0.4511
O 2.2662 -1.9395 -5.1426 -0.9224 0.2370 0.5149
N 1.7825 -3.2330 -5.3409 -1.0376 0.4835 1.8152
C 0.9437 -3.4398 -4.2911 1.7195 -0.8314 -1.8493
C 0.3927 -4.6963 -3.8354 -0.8762 0.5663 1.7142
N 0.2955 -5.9177 -4.6113 -0.2728 -2.9052 -1.5606
O 0.7415 -5.9917 -5.7789 -0.7402 1.0041 2.6925
O -0.2790 -6.8917 -4.0552 1.2223 2.1633 -0.9457
C -0.1095 -4.7361 -2.5260 0.5592 -0.3915 -2.0911
H 0.3108 -1.4128 -1.5770 -0.2513 -0.2096 0.1310
H -0.4245 -5.6908 -2.1030 -0.0866 0.3021 -0.3143

---

Record 3
44
Properties=species:S:1:pos:R:3:forces:R:3 method="wB97M-V/def2-TZVPD" charge=+1 total_energy_ev=-474450.817 gap_ev="4.80 / 4.87" e_above_lowest_kcal_mol=41.14 homo_energy_ha="-0.428 / -0.428" lumo_ha="-0.252 / -0.249" multiplicity=6
Mn 0.9642 -3.9386 0.2374 -2.3286 3.7781 1.0459
C -0.3926 -0.8170 -0.0065 0.8433 1.2643 -0.7414
O -0.1550 -2.1539 0.2095 1.4473 -4.1504 0.0672
H -0.9455 -0.5253 -0.8994 -0.6335 -0.7789 -0.2024
H -0.9072 -0.3497 0.8331 0.0767 -0.1103 0.2490
H 0.5397 -0.2946 -0.2210 0.2912 0.2704 0.5581
Br 0.8014 2.8406 0.2551 -0.0693 0.1354 0.5801
C 0.6315 2.1554 2.1015 0.7492 0.2471 -0.0840
C 0.3693 3.2481 3.1342 0.3217 0.2056 -0.0744
Br 1.9616 4.4274 3.5299 -0.9272 -0.7622 -0.6041
H 1.5673 1.6537 2.3477 0.0563 0.0510 -0.2592
H -0.1285 1.3866 1.9621 -0.2810 0.3937 0.6080
H 0.1962 2.8281 4.1250 -0.2192 -0.1605 -0.2542
H -0.4573 3.8890 2.8277 0.2443 0.0483 0.1715
Br -2.9639 3.2930 1.1444 -0.0394 -0.8627 -0.8687
C -2.8930 1.6996 -0.0780 0.6512 0.5399 0.0497
C -3.8558 1.7750 -1.2046 -1.0302 -0.2292 -0.6275
Br -3.8475 -0.0275 -2.0843 -0.2178 0.4663 0.4150
H -3.0460 0.8317 0.5635 0.1081 0.2133 -0.1637
H -1.9522 1.7034 -0.6284 0.5839 -0.0720 1.0849
H -3.5206 2.3839 -2.0442 -0.1299 0.2835 0.4694
H -4.8664 2.0334 -0.8885 -0.0107 -0.2936 -0.3282
Br 4.6208 1.4770 0.6138 -0.6981 -0.2186 -0.4909
C 3.4013 0.9076 -0.8394 0.6146 0.8200 -0.9362
C 4.2070 0.3857 -2.0621 -0.2954 1.2298 1.1134
Br 5.3628 1.7999 -2.8349 -0.0949 -0.2767 0.5019
H 2.8130 1.7514 -1.1999 0.3828 0.2500 0.4339
H 2.6624 0.2550 -0.3742 0.4415 -0.5262 -0.2450
H 3.5466 0.3125 -2.9262 0.0079 -1.1906 0.3876
H 4.8597 -0.4092 -1.7014 -0.1857 -0.2396 -0.8967
C -0.8506 -1.3134 -3.8119 0.0227 -0.6535 1.0635
N 0.4712 -1.5392 -4.5160 -1.8064 0.3070 0.2088
O 0.2924 -1.8350 -5.6619 0.9619 -0.4108 -1.2259
O 1.5340 -1.3958 -3.9477 -0.1682 -0.0482 0.2777
H -1.6826 -1.7166 -4.3891 0.4281 0.6118 -0.6227
H -0.9500 -0.2617 -3.5433 0.0367 -0.2197 -0.0748
H -0.8866 -1.9647 -2.9387 0.5068 0.4181 0.4368
C -1.5543 -3.6274 3.7299 -0.3615 -0.6687 0.2936
N -0.1870 -3.3438 3.3156 0.8786 4.2013 3.3436
O 0.3971 -2.4424 3.9339 -1.1347 -1.7485 -1.4957
O 0.3494 -3.9963 2.4756 1.4900 -2.3031 -3.3120
H -1.5131 -3.4047 4.7961 -0.6354 -0.1054 -0.1831
H -1.7400 -4.6755 3.4954 -0.0936 0.1187 0.2249
H -2.2531 -3.0053 3.1706 0.2159 0.1757 0.1065

---

Record 4
12
Properties=species:S:1:pos:R:3:forces:R:3 method="wB97M-V/def2-TZVPD" total_energy_ev=-17043.404 gap_ev=8.79 e_above_lowest_kcal_mol=54.50 homo_energy_ha=-0.306 lumo_ha=0.017 smiles="NCP(O)C=O"
N -0.2809 1.5259 -0.7150 -2.0326 -0.6631 -3.5267
C -0.6038 0.3237 -0.0723 -2.2431 -1.6009 0.2265
P 0.4535 -1.2109 -0.2249 1.5901 1.0035 -1.6440
O -0.3862 -2.0475 0.8734 0.2084 -2.2568 1.6362
C 2.2371 -0.1775 0.1849 -0.5931 -1.6242 1.3500
O 2.6713 0.2101 -0.8486 0.1282 0.6180 -0.8082
H -0.3146 1.3877 -1.7865 0.6194 0.7192 2.5788
H 0.4986 1.9683 -0.3602 2.0564 1.0364 0.2449
H -0.6937 0.4145 0.9918 0.0959 0.5454 0.8699
H -1.6902 0.0640 -0.3360 1.5137 -0.1375 0.0406
H -0.1702 -3.0377 0.9555 -0.3232 2.4062 -0.4400
H 2.9141 -0.1157 1.1167 -1.0201 -0.0463 -0.5279